DFT (ωB97M-V/def2-TZVPD) results for 2 unconnected molecules or ions with the total composition C2H6NO.

Last column: Mulliken charge in e.
Geometry (Å):
C1 -0.7084 -0.9108 -0.5017  -0.826
C2 1.3051 0.9218 0.3201  -0.857
N1 -0.6552 -0.1517 0.7481  -0.217
O1 -1.7033 0.6116 0.7701  -0.590
H1 -0.8769 -0.3249 -1.3088  0.337
H2 0.1060 -1.6762 -0.6736  0.275
H3 -1.7168 -1.4392 -0.4012  0.287
H4 1.0151 1.5652 -0.4562  0.208
H5 1.2394 1.2575 1.4001  0.147
H6 1.9950 0.1467 0.1031  0.236

Its net charge is -1. The value obtained for the relative energy (zero: lowest compared OMol25 entry of this formula, charge and spin) is 3.819 eV. The largest force on an atom comes out at 0.0801 hartree/bohr. The lowest unoccupied orbital energy (spin up / spin down) is 4.8 / 4.9 eV. For the total energy, the calculation gives -209.6372 hartree. The calculation puts the orbital gap (spin up / spin down) at 6.22 / 6.46 eV. Its multiplicity is 1. The HOMO energy (spin up / spin down) is -1.4 / -1.6 eV.

DFT (ωB97M-V/def2-TZVPD) results for a molecular structure, C10H7Co2O7.

Last column: Mulliken charge in e.
Geometry (Å):
C1 -4.1098 -0.7474 -1.9041  -0.726
O1 -2.7067 -0.9766 -1.7740  -0.382
H1 -4.3213 0.3113 -1.7728  0.238
H2 -4.4523 -1.0369 -2.9058  0.256
H3 -4.6440 -1.3326 -1.1498  0.267
H4 -2.5206 -1.7435 -2.3514  0.312
O2 3.7513 0.4170 -2.1424  -0.377
C2 3.2562 0.5662 -1.1155  0.525
Co1 2.5265 0.7744 0.4774  -0.094
C3 2.7744 -0.9209 0.9516  0.069
O3 2.9654 -2.0204 1.2543  -0.359
C4 3.9889 1.5839 1.0166  0.280
O4 4.9848 2.0829 1.3294  -0.408
C5 0.6496 1.0466 -0.3714  -0.536
C6 -0.2275 -0.0180 -0.4254  0.128
C7 -0.7244 -0.9812 -1.2630  -0.265
Co2 -0.0113 0.6439 1.2445  0.029
C8 -0.2242 -0.9761 1.9645  0.116
O5 -0.2468 -2.0191 2.4747  -0.382
C9 -1.2482 1.5635 2.1747  0.129
O6 -1.9386 2.1616 2.8945  -0.416
C10 1.4898 1.1499 2.2793  0.377
O7 1.8265 1.4759 3.3540  -0.502
H5 0.6095 1.8682 -1.0959  0.467
H6 -0.9654 -1.9342 -0.8177  0.142
H7 -0.4820 -0.9385 -2.3263  0.113

Its net charge is -1. The value obtained for the relative energy (zero: lowest compared OMol25 entry of this formula, charge and spin) is 1.174 eV. The largest force on an atom comes out at 0.0976 hartree/bohr. The lowest unoccupied orbital energy is 2.8 eV. For the total energy, the calculation gives -3677.3657 hartree. The calculation puts the orbital gap at 6.13 eV. Its multiplicity is 1. The HOMO energy is -3.3 eV.

DFT (ωB97M-V/def2-TZVPD) results for a molecular structure, C6H6GdO4S.

Last column: Löwdin spin population.
Geometry (Å):
Gd1 0.1440 -0.7325 -0.9155  7.335
O1 -1.7407 -3.7256 -0.4459  0.002
C1 -1.1705 -2.7313 -0.5690  -0.011
C2 0.2987 -0.3818 -3.2711  -0.013
O2 0.3718 -0.2207 -4.4133  0.002
C3 2.3498 -1.5322 -0.3571  -0.013
O3 3.3571 -2.0697 -0.2177  0.003
C4 0.9534 -2.6822 -2.0787  -0.002
O4 1.4970 -3.6271 -2.4631  0.004
C5 -0.6776 3.1153 0.7965  -0.033
S1 -0.5733 1.3216 0.7395  -0.221
C6 -0.6650 0.8117 2.4574  -0.025
H1 -0.5613 3.4588 -0.2380  0.000
H2 0.1293 3.5163 1.4174  -0.002
H3 -1.6509 3.4180 1.1898  -0.014
H4 0.0650 1.3415 3.0773  -0.002
H5 -1.6795 0.9839 2.8309  -0.011
H6 -0.4471 -0.2640 2.4604  0.000

Its net charge is +3. The value obtained for the relative energy (zero: lowest compared OMol25 entry of this formula, charge and spin) is 0.000 eV. The largest force on an atom comes out at 0.1511 hartree/bohr. The lowest unoccupied orbital energy (spin up / spin down) is -15.8 / -14.4 eV. For the total energy, the calculation gives -1695.7461 hartree. The calculation puts the orbital gap (spin up / spin down) at 5.38 / 7.43 eV. Its multiplicity is 8. The HOMO energy (spin up / spin down) is -21.2 / -21.8 eV.

DFT (ωB97M-V/def2-TZVPD) results for 2 unconnected molecules or ions with the total composition C13H18FNO5.

Last column: Mulliken charge in e.
Geometry (Å):
C1 0.0277 -2.2733 1.2873  -0.852
C2 0.0197 -2.9266 -0.2163  0.225
O1 1.4003 -3.2451 -0.7000  -0.533
C3 -0.7927 -2.0618 -1.3476  -0.925
C4 -1.6697 -0.8931 -0.6034  0.165
N1 -2.9352 -1.3495 0.1276  -0.029
C5 -3.8773 -0.4186 0.8585  -0.247
C6 -3.5842 1.1937 0.9061  -0.529
C7 -2.2009 1.7558 0.1525  0.338
C8 -1.9583 3.3756 0.2273  0.193
O2 -2.0503 4.1724 -0.8519  -0.432
O3 -1.6416 3.9421 1.5653  -0.454
C9 -1.1940 0.6825 -0.6421  0.509
C10 0.1272 1.2784 -1.4084  -0.631
C11 1.5112 0.4325 -1.1709  0.286
C12 2.8108 1.3608 -0.7424  -0.467
C13 3.5202 0.6088 0.5349  0.381
O4 4.3024 -0.4501 0.2881  -0.600
O5 3.2577 1.0637 1.9250  -0.436
H1 0.3174 -1.1409 1.3392  0.207
H2 -0.9975 -2.3982 1.8645  0.265
H3 0.8591 -2.8502 1.9195  0.361
H4 -0.5467 -3.9729 -0.1196  0.275
H5 1.7704 -4.0272 -0.1590  0.350
H6 -1.5599 -2.8087 -1.8753  0.378
H7 -0.0633 -1.6692 -2.1780  0.292
H8 -3.2082 -2.3780 0.1121  0.340
H9 -4.8553 -0.8361 1.3868  0.325
H10 -4.3542 1.9069 1.4560  0.343
H11 -0.7540 3.5246 1.8323  0.389
H12 0.3398 2.3808 -1.0026  0.328
H13 -0.0991 1.4166 -2.5617  0.305
H14 1.7971 -0.0381 -2.2299  0.315
H15 1.3908 -0.5036 -0.4484  -0.419
H16 3.6040 1.3143 -1.6323  0.193
H17 2.5511 2.4889 -0.5687  0.317
H18 3.8911 0.5429 2.5043  0.341
F1 4.8447 2.7999 0.1710  -0.867

The value obtained for the relative energy (zero: lowest compared OMol25 entry of this formula, charge and spin) is 7.097 eV. The largest force on an atom comes out at 0.1842 hartree/bohr. The lowest unoccupied orbital energy is -3.4 eV. For the total energy, the calculation gives -1036.4222 hartree. The calculation puts the orbital gap at 2.88 eV. Its multiplicity is 1. The HOMO energy is -6.2 eV.

DFT (ωB97M-V/def2-TZVPD) results for 2 unconnected molecules or ions with the total composition C16H17NO.

Last column: Mulliken charge in e.
Geometry (Å):
C1 0.8652 3.7643 0.0824  -1.479
C2 1.4604 2.4219 0.5128  0.367
C3 2.6261 1.9189 0.0656  -0.560
N1 2.6822 0.5683 0.1955  -0.084
C4 1.5466 0.1558 0.9031  -0.312
C5 1.3097 -1.0663 1.5800  -0.511
C6 0.2043 -1.0867 2.3614  -0.395
C7 -0.5449 0.0891 2.6799  -0.856
C8 -0.3329 1.2874 2.0549  0.066
C9 0.7440 1.3358 1.1512  0.735
H1 -0.1959 3.7231 0.2331  0.324
H2 0.9134 3.7249 -1.0069  0.332
H3 1.3777 4.7121 0.2470  0.404
H4 3.4382 2.5534 -0.3446  0.363
H5 3.4888 -0.0259 0.2629  0.241
H6 1.9152 -1.8911 1.2337  0.337
H7 -0.3036 -1.9748 2.7969  0.297
H8 -1.3868 -0.0682 3.3568  0.301
H9 -0.8956 2.1885 2.1741  0.451
C10 -2.0965 0.8728 -0.9382  -1.534
C11 -1.5481 -0.4786 -1.1388  0.564
C12 -1.0622 -0.8040 -2.3727  -0.485
C13 -0.6146 -2.1179 -2.6893  -0.693
C14 -0.5106 -3.0028 -1.6925  0.949
O1 0.1519 -4.2389 -1.8819  -0.559
C15 -0.8498 -2.6586 -0.3595  -0.643
C16 -1.3872 -1.4263 -0.0993  -0.506
H10 -2.8746 1.1664 -1.6235  0.521
H11 -1.3526 1.6825 -0.8796  0.107
H12 -2.5906 0.7845 0.0262  0.401
H13 -1.1973 -0.2689 -3.2911  0.383
H14 -0.3565 -2.4357 -3.6872  0.420
H15 -0.0792 -4.8059 -1.1442  0.279
H16 -0.7941 -3.4925 0.3668  0.202
H17 -1.7500 -1.1065 0.8648  0.573

The value obtained for the relative energy (zero: lowest compared OMol25 entry of this formula, charge and spin) is 1.649 eV. The largest force on an atom comes out at 0.0683 hartree/bohr. The lowest unoccupied orbital energy is 0.8 eV. For the total energy, the calculation gives -749.8397 hartree. The calculation puts the orbital gap at 8.66 eV. Its multiplicity is 1. The HOMO energy is -7.8 eV. The SMILES is Cc1c[nH]c2ccccc12.Cc1ccc(O)cc1.

DFT (ωB97M-V/def2-TZVPD) results for a molecular structure, C22H17AlF6N7O4S.

Last column: Mulliken charge in e.
Geometry (Å):
Al1 -0.2906 0.8179 -0.2712  -0.654
O1 -4.2632 -3.6914 4.2950  -0.585
N1 -3.7733 -3.7142 3.1899  0.995
O2 -3.7826 -4.6723 2.4409  -0.567
C1 -2.9539 -2.5454 2.7819  -0.137
C2 -2.5267 -1.7455 3.7760  -0.769
C3 -1.6761 -0.6280 3.5032  0.748
C4 -1.2194 0.2717 4.4830  -0.557
C5 -0.4283 1.3251 4.1032  -1.098
C6 -0.0852 1.4729 2.7546  -0.233
N2 -0.4872 0.6246 1.8243  0.129
C7 -1.2824 -0.4008 2.1905  -0.175
C8 -1.7692 -1.2418 1.1323  0.303
N3 -1.3796 -0.8876 -0.1178  0.452
C9 -1.8407 -1.5688 -1.1556  0.005
C10 -2.7226 -2.6375 -0.9893  -1.165
C11 -3.1142 -3.0155 0.2692  -0.618
C12 -2.6206 -2.3154 1.3937  0.365
H1 -2.8290 -1.9620 4.7914  0.586
H2 -1.5085 0.1327 5.5183  0.500
H3 -0.0775 2.0495 4.8247  0.428
H4 0.5175 2.3066 2.4149  0.658
H5 -1.4983 -1.2484 -2.1313  0.309
H6 -3.0976 -3.1526 -1.8624  0.523
H7 -3.7986 -3.8364 0.3997  0.613
C13 0.1377 2.6342 -3.1910  -1.733
C14 0.2816 1.1126 -3.1749  0.723
O3 0.0196 0.5489 -1.9563  0.255
C15 1.7291 0.7227 -3.5571  0.459
F1 2.1031 1.1577 -4.7551  -0.280
F2 1.9357 -0.5981 -3.5065  -0.282
F3 2.5886 1.2720 -2.6553  -0.149
C16 -0.7232 0.5124 -4.1866  0.472
F4 -0.5198 0.9365 -5.4334  -0.271
F5 -0.6702 -0.8356 -4.2006  -0.242
F6 -1.9673 0.8469 -3.8269  -0.244
H8 0.8757 3.0764 -2.5244  0.312
H9 -0.8553 2.8885 -2.8247  0.449
H10 0.2687 3.0378 -4.1938  0.453
S1 -3.7998 3.7753 -0.0243  -0.390
C17 -2.5489 2.8038 -0.1179  1.235
N4 -1.6164 2.0828 -0.1786  -0.433
C18 3.9693 2.6987 0.0263  -0.988
N5 3.4902 1.3099 0.1286  0.209
C19 4.3548 0.2575 0.1038  -0.256
C20 3.9271 -1.0217 0.0854  -1.254
C21 2.5201 -1.2387 0.0787  1.111
N6 1.6843 -0.2087 0.1228  0.226
C22 2.1526 1.0502 0.1214  0.145
O4 1.2877 1.9692 0.0915  -0.564
N7 1.9997 -2.4663 0.0247  -0.319
H11 4.9135 2.7862 0.5576  0.432
H12 3.2367 3.3602 0.4721  0.302
H13 4.1062 2.9679 -1.0195  0.294
H14 5.4053 0.5141 0.0872  0.470
H15 4.6251 -1.8444 0.0568  0.429
H16 2.5896 -3.2701 -0.0967  0.242
H17 1.0066 -2.5762 -0.0920  0.131

Its net charge is +1. The largest force on an atom comes out at 0.0160 hartree/bohr. The lowest unoccupied orbital energy is -4.1 eV. For the total energy, the calculation gives -2772.6873 hartree. The calculation puts the orbital gap at 6.60 eV. Its multiplicity is 1. The HOMO energy is -10.7 eV.